This record from the OMol25 dataset describes a structure of composition C3H3Br9 at a distorted geometry. The level of theory is ωB97M-V/def2-TZVPD.

ORCA input file:
```
! wB97M-V def2-TZVPD RIJCOSX def2/J DEFGRID3
* xyz 0 1
Br -7.2874 27.7074 11.4208
Br -3.4374 23.7994 12.2556
Br -7.3905 27.0359 8.1973
Br -3.0895 27.0883 12.7985
Br -11.6449 32.9284 7.7393
Br -13.1530 30.5081 9.2073
Br -5.3950 25.6387 14.4022
Br -11.6143 32.7761 10.9764
Br -8.3107 29.9648 9.2836
C -7.1044 28.4031 9.6333
C -4.3734 25.6346 12.6850
C -11.5449 31.7204 9.3766
H -6.0639 28.7158 9.5455
H -10.6120 31.1633 9.4622
H -5.1289 25.9211 11.9534
*
```

Results
**LUMO**: -0.9 eV
**HOMO-LUMO gap**: 9.47 eV
**ΔE to the lowest compared entry with this formula, charge and spin**: 95.0 kJ/mol
**Molecular weight**: 758.19 u
**HOMO energy**: -10.329 eV

Results of the natural (NBO) charge analysis, in e, for atoms 1 through 4: Br 0.110; Br 0.043; Br 0.074; Br 0.097